ORCA calculation (ωB97M-V/def2-TZVPD) on a structure of composition C15H13Cl3O3Pt in a non-equilibrium geometry.

Summary:
**Total charge**: 0
**LUMO (alpha / beta)**: -1.6 / -1.6 eV
**Highest occupied orbital energy (alpha / beta)**: -0.3033 / -0.2984 hartree
**Kohn-Sham gap (alpha / beta)**: 6.631 / 6.479 eV
**ΔE to the lowest compared entry with this formula, charge and spin**: 14.0 kcal per mole
**Multiplicity**: 1
**Largest force on an atom**: 2.0 eV/Å

Last column: natural (NBO) charge in e.
Element x y z (Å)
Pt: -0.0392 -0.9010 0.1889  0.82
Cl: 1.8098 0.9462 1.3136  0.02
C: 1.6873 2.0468 -0.0704  -0.39
Cl: 0.6077 1.3344 -1.2958  0.04
H: 2.6806 2.1714 -0.4967  0.23
H: 1.2679 2.9923 0.2712  0.24
O: -1.1465 0.0664 2.3176  -0.71
C: -1.6072 -1.2374 2.3689  0.34
C: -1.1725 -2.0410 3.4170  -0.30
C: -1.7009 -3.3090 3.5719  -0.20
C: -2.6734 -3.7822 2.7033  -0.23
C: -3.0870 -2.9960 1.6418  -0.16
C: -2.5476 -1.7311 1.4523  -0.25
C: -2.9978 -0.8364 0.2926  0.75
O: -4.1766 -0.6910 0.0559  -0.61
O: -2.0341 -0.2484 -0.3196  -0.85
H: -1.7141 0.5755 1.7168  0.50
H: -0.4405 -1.6472 4.1055  0.22
H: -1.3508 -3.9220 4.3885  0.21
H: -3.1192 -4.7540 2.8592  0.22
H: -3.8419 -3.3428 0.9522  0.24
Cl: -1.8668 -7.3309 0.3318  0.02
C: -0.9688 -5.8720 0.1402  -0.02
C: -0.3410 -5.3084 1.2448  -0.25
C: 0.4030 -4.1620 1.0929  -0.11
C: 0.5502 -3.5396 -0.1649  -0.11
C: 1.3737 -2.3555 -0.3180  -0.54
C: -0.1011 -4.1400 -1.2629  -0.18
C: -0.8525 -5.2843 -1.1152  -0.23
H: -0.4339 -5.7799 2.2104  0.23
H: 0.8963 -3.7287 1.9494  0.21
H: 1.7572 -2.1991 -1.3288  0.21
H: 2.1554 -2.2639 0.4439  0.21
H: 0.0041 -3.6948 -2.2411  0.22
H: -1.3368 -5.7323 -1.9707  0.23